No. 1
Below is a single C5H10ClNO molecule in a non-equilibrium geometry, with properties calculated with ωB97M-V/def2-TZVPD.

## Properties
SMILES string = C=C(Cl)CN(C)OC
HOMO level = -8.886 eV
M = 135.59 g mol⁻¹
ΔE to the lowest compared entry with this formula, charge and spin = 387.6 kJ/mol

```
18
Properties=species:S:1:pos:R:3:forces:R:3
C -1.861 0.983 -1.190 1.0681 3.7067 -2.1383
C -1.715 -0.014 -0.371 1.2492 -2.1590 -1.0453
Cl -2.929 -0.376 0.742 -0.5894 -0.5214 1.1806
C -0.514 -0.982 -0.612 1.8516 3.9353 -0.4031
N 0.604 -0.676 0.312 -1.1990 1.5501 0.4144
C 1.775 -1.467 0.224 0.5732 1.4271 -3.4965
O 1.004 0.688 0.086 -0.1639 -0.3107 0.7624
C 0.521 1.471 1.207 3.6227 1.1763 -1.3987
H -2.631 1.825 -1.123 0.9463 -1.6630 -0.0129
H -0.975 1.200 -1.914 -1.8665 -0.4586 1.2365
H -0.111 -0.714 -1.630 -0.6968 -0.5007 0.5257
H -0.658 -1.994 -0.534 -1.0101 -2.3749 0.1891
H 2.334 -1.303 1.078 1.5027 0.3735 1.5197
H 1.413 -2.426 0.237 -0.4357 -2.7861 -0.0344
H 2.418 -1.302 -0.766 -1.2322 -0.2215 1.8670
H 0.739 2.525 0.878 -0.2943 -0.8814 0.5226
H 1.066 1.258 2.147 -0.3967 -0.0978 -0.4924
H -0.480 1.306 1.230 -2.9293 -0.1939 0.8035
```
Forces are in eV/Å.

The natural (NBO) scheme yields these atomic charges, measured in e: C -0.392; C -0.086; Cl 0.029; C -0.257; N -0.161; C -0.398; O -0.433; C -0.234; H 0.222; H 0.217; H 0.186; H 0.212; H 0.205; H 0.193; H 0.160; H 0.185; H 0.176; H 0.178

No. 2
Below is a molecular structure, C36H75N10O5 in a non-equilibrium geometry, with properties calculated with ωB97M-V/def2-TZVPD.

## Properties
HOMO level = -10.169 eV
M = 728.06 g mol⁻¹
charge = +1
ΔE to the lowest compared entry with this formula, charge and spin = 886.8 kJ/mol

```
126
Properties=species:S:1:pos:R:3:forces:R:3
C -1.396 -1.885 2.942 -0.9040 6.1263 -1.2308
C -1.145 -1.415 1.475 4.7521 -0.6154 1.2673
C 0.071 -0.268 1.316 -2.9614 -2.3624 2.8326
N -0.029 0.469 0.063 3.5849 1.7503 -0.2400
C -1.011 1.559 0.065 -1.4985 2.7752 -0.4920
C -0.065 -0.340 -1.181 -2.3635 -0.7144 -0.7239
C 0.544 0.502 -2.318 0.5623 0.1509 0.7454
C 1.669 1.300 -1.616 1.7675 -0.0344 -0.7694
C 1.389 1.199 -0.119 1.1758 0.3393 1.7916
H -0.588 -2.360 3.344 2.4021 -1.1139 0.7836
H -2.185 -2.558 2.921 -1.8761 -0.8632 0.4453
H -1.536 -0.842 3.544 -0.2635 -2.8117 -0.8346
H -1.843 -1.003 0.868 -3.3113 0.7867 -1.0296
H -0.774 -2.334 0.976 -0.1104 0.6661 -0.2017
H 0.896 -0.924 1.369 1.5236 -0.0399 -0.4774
H 0.110 0.381 2.246 -0.1909 -0.3342 -1.4940
H -2.054 1.244 0.289 0.8012 -0.3538 -0.4123
H -0.999 2.109 -0.980 0.0028 -1.2596 2.2632
H -0.813 2.357 0.877 0.1249 -1.5528 -1.2407
H -1.152 -0.621 -1.262 0.9966 0.3199 -0.6337
H 0.420 -1.276 -1.009 0.7879 -0.4591 0.2361
H -0.214 1.143 -2.714 -0.4886 0.5034 -0.2343
H 0.979 -0.011 -3.175 -0.2953 -0.5822 0.3174
H 1.772 2.349 -1.911 -0.9257 0.0364 0.0529
H 2.720 0.985 -1.970 -1.7575 -0.3924 1.0990
H 1.210 2.243 0.289 0.5179 -1.4583 -0.1263
H 2.220 0.606 0.533 -2.2017 1.3447 -1.6881
C -0.232 5.577 1.537 -0.4287 -1.2611 -1.6882
C -0.054 4.968 0.136 0.6352 0.8424 -0.5249
N 0.214 4.510 -0.904 -0.6665 0.7452 1.9689
H -1.303 5.665 1.757 0.3081 -0.0107 -0.1389
H 0.173 4.760 2.114 0.1093 0.0794 0.8550
H 0.283 6.521 1.733 0.0494 -0.3045 -0.5128
C -5.830 2.125 -2.817 1.6497 -5.0904 4.6261
C -4.356 1.652 -2.565 0.1258 -0.5349 -0.0540
N -3.254 1.298 -2.395 -2.3625 0.8129 -0.3810
H -6.611 1.274 -2.413 1.9826 2.2998 -1.7466
H -5.883 2.946 -2.198 -0.5668 1.7406 1.9256
H -5.797 2.557 -3.710 -0.7909 0.7967 -4.3831
C -0.730 3.321 -4.578 6.9198 0.7675 -9.9758
C -0.371 1.982 -5.338 -1.2136 2.5269 0.3643
N -0.184 1.027 -5.948 0.1308 -0.0498 0.3141
H -1.350 4.037 -5.087 -0.0889 -0.1381 -1.0741
H -1.202 3.063 -3.864 -5.6766 -3.2570 9.9567
H 0.231 3.787 -4.388 -0.0657 0.0739 0.4863
C -4.392 -3.599 -3.342 0.8605 -2.8355 1.0175
C -3.285 -3.163 -2.429 0.1622 -0.5063 1.4071
N -2.421 -2.946 -1.678 -1.3855 0.0391 -1.4310
H -3.788 -4.615 -3.901 -2.2392 3.5565 0.6674
H -5.309 -4.116 -2.778 2.2354 1.3249 -0.8769
H -4.744 -2.635 -3.782 0.2845 -1.4075 -0.8493
C 4.499 4.493 -2.456 -0.3319 2.9334 -0.0762
C 4.042 3.475 -3.510 -0.2368 -2.3473 -0.3322
N 3.694 2.591 -4.229 1.3479 3.7007 2.7350
H 5.248 5.306 -2.837 -1.2535 -1.8541 0.0643
H 3.637 5.163 -2.125 0.5131 -0.9841 -1.0169
H 4.875 4.290 -1.418 -0.1142 -1.3887 -1.3709
C -0.320 -2.769 -4.762 6.3099 0.8353 -2.0923
C 0.465 -3.733 -3.812 -0.2435 -0.9237 0.8846
N 1.006 -4.476 -3.065 -1.7882 2.6017 -2.5928
H 0.331 -1.727 -4.786 -1.3538 -2.5724 0.1812
H -0.227 -3.066 -5.906 -0.5195 0.1488 2.6587
H -1.231 -2.411 -4.463 -2.4488 0.0075 0.9500
C 7.375 1.752 -2.680 -3.7259 -3.8392 -0.5482
C 6.138 1.586 -1.772 10.6883 2.4428 -8.0260
N 5.280 1.367 -1.155 -8.4025 -1.7353 6.3616
H 7.717 0.757 -3.116 -1.1681 1.2739 0.1171
H 7.462 2.559 -3.327 -1.3372 1.2147 -1.8727
H 8.169 1.980 -2.168 4.2523 0.9949 4.1273
C -1.304 -5.622 -0.443 -0.2698 0.9449 -0.3890
C -0.230 -5.170 0.527 0.8238 1.0943 2.1176
N 0.506 -4.756 1.360 -2.4987 -1.4697 -3.0511
H -1.274 -4.965 -1.367 0.8614 -1.3430 0.7232
H -1.296 -6.733 -0.606 0.2193 1.2727 -0.0483
H -2.337 -5.295 -0.154 0.9872 -0.5376 0.7709
C 3.470 1.901 2.976 1.1119 2.1613 4.4620
C 2.062 2.490 3.124 4.7602 -2.7721 -0.5755
N 1.008 2.871 3.242 -2.6452 1.1263 0.2456
H 3.775 0.935 3.541 -1.4074 1.7145 -0.6810
H 3.838 1.798 2.028 0.0862 -0.2929 -2.8710
H 4.225 2.762 3.387 -1.8836 -1.9889 -0.6273
C 2.108 -2.584 5.366 3.4150 1.8199 1.1535
C 2.473 -1.820 4.295 2.2292 0.3489 -3.6678
O 1.744 -0.694 4.190 -2.9387 2.9039 -2.9541
H 2.752 -3.485 5.524 0.3933 1.0990 -1.4086
H 1.107 -2.960 5.228 5.4925 3.2142 -0.6116
H 2.012 -1.945 6.325 0.8531 0.5933 -2.0125
H 2.284 -2.498 3.384 0.6655 1.3630 0.4997
H 3.466 -1.457 4.390 1.8069 -0.3729 -0.6539
H 1.487 -0.107 4.889 0.3577 -0.4860 1.2069
C 0.104 -3.425 5.995 -3.3209 -2.7086 2.2995
C 1.296 -3.847 6.924 -0.6128 0.1599 0.4269
O 0.903 -3.804 8.263 -10.4888 11.4078 -7.3062
H 0.412 -3.433 4.913 -4.6992 -2.7161 0.3647
H -0.236 -2.369 6.256 0.1006 -1.5896 -0.2803
H -0.586 -4.253 6.164 -1.1557 0.5728 0.1161
H 2.129 -3.161 6.650 -1.7852 -2.5622 4.5423
H 1.747 -4.787 6.647 -0.4929 -1.1369 -0.1377
H 1.369 -4.339 8.594 10.1550 -11.9266 8.3693
C -4.344 3.743 0.844 5.2383 -1.2684 0.0513
C -4.101 3.792 2.387 3.1156 -0.0905 -3.0187
O -2.732 3.326 2.495 0.8936 0.2960 0.6793
H -4.194 2.716 0.507 -0.5859 -0.0884 -0.1105
H -3.554 4.333 0.122 -1.6971 -0.9781 2.4104
H -5.245 4.124 0.697 -4.2125 1.3426 -1.2380
H -4.668 3.164 3.011 -1.3861 -0.5044 0.4176
H -4.165 4.825 2.549 -0.2200 1.4693 1.3259
H -2.207 3.664 3.256 -1.0427 -0.2582 -0.5777
C -5.559 -0.655 1.496 -1.7509 -1.3932 1.2845
C -5.206 -1.218 0.097 0.8025 5.0572 2.4929
O -6.311 -1.886 -0.359 -0.8842 -0.7059 3.8681
H -6.027 -1.467 2.143 0.1061 0.6861 -1.1514
H -6.301 0.123 1.369 -0.6040 -0.0330 -0.2187
H -4.961 -0.211 2.279 1.6710 0.1075 -0.6897
H -4.412 -1.828 0.127 3.0368 -2.5400 0.3405
H -4.739 -0.266 -0.436 -1.6455 -1.7298 -0.0685
H -6.288 -1.713 -1.220 -0.6531 0.5664 -5.8638
C 4.277 -2.390 -4.288 -1.6813 1.8029 -3.3516
C 4.622 -1.049 -3.611 1.0282 0.4587 1.9980
O 4.113 -0.989 -2.215 -0.0551 -0.1698 -1.9638
H 3.102 -2.634 -4.344 2.3315 1.3729 0.1524
H 4.577 -3.298 -3.838 1.3276 -0.7121 0.2843
H 4.617 -2.171 -5.475 -0.7451 -1.3083 3.2129
H 4.198 -0.257 -4.238 -0.2296 0.0355 0.2716
H 5.744 -0.649 -3.377 -1.9049 -1.8662 -1.5860
H 4.548 -0.171 -1.965 -0.3804 -0.0130 0.9166
```
Forces are in eV/Å.

Atomic partial charges in e from the Mulliken method, atoms 1 to 99: C -1.002; C 0.427; C -1.453; N 1.419; C 0.082; C -0.456; C 0.142; C 1.098; C -0.153; H -0.202; H 0.631; H 0.220; H 0.021; H -0.059; H 0.703; H 0.046; H 0.083; H 0.027; H -0.491; H -0.093; H 0.442; H -0.751; H 0.356; H 0.143; H -0.894; H 0.299; H 0.080; C -0.172; C 0.357; N -0.426; H 0.077; H -0.071; H 0.342; C -0.953; C 0.447; N -0.457; H 0.255; H 0.279; H 0.456; C -0.372; C 0.483; N -0.470; H 0.384; H -0.173; H 0.232; C -0.984; C 0.280; N -0.110; H 0.324; H 0.326; H 0.290; C -0.933; C 0.454; N -0.482; H 0.341; H 0.328; H 0.308; C -0.473; C 0.441; N -0.526; H 0.044; H 0.360; H 0.189; C -1.321; C 0.497; N -0.323; H 0.315; H 0.366; H 0.538; C -0.438; C 0.522; N -0.530; H -0.133; H 0.361; H 0.219; C -0.593; C 0.521; N -0.472; H 0.100; H 0.123; H 0.347; C -1.513; C -0.140; O -0.270; H 0.340; H 0.623; H 0.234; H 0.093; H 0.303; H 0.206; C -0.567; C -0.638; O -0.426; H 0.201; H 0.216; H 0.416; H 0.157; H 0.583; H 0.215

Question: Among the records above, which one has the lowest HOMO level?
Answer: C36H75N10O5